{"formula": "C3H5N3O", "method": "ωB97M-V/def2-TZVPD", "elements": ["N", "C", "N", "C", "O", "C", "N", "H", "H", "H", "H", "H"], "xyz": [[-2.099, -0.875, 1.036], [-0.786, -1.032, 0.828], [0.358, -1.223, 0.723], [1.577, 0.090, 0.031], [2.389, -0.568, -0.801], [0.674, 1.026, -0.588], [-0.595, 1.177, -0.410], [-2.663, -1.608, 0.621], [-2.363, 0.054, 0.718], [3.125, -0.905, -0.274], [1.275, 1.786, -1.108], [-0.892, 2.079, -0.777]], "max_force_ev_per_a": 0.96, "mol_weight_g_mol": 99.1, "orbital_gap_ev": 8.282, "e_tot_ha": -356.68238, "de_lowest_kj_mol": 459.4}